Entry 1:
12
Properties=species:S:1:pos:R:3:mulliken_charge:R:1 method="wB97M-V/def2-TZVPD" relative_energy_kcal_mol=216.0 gap_ev=8.149
C -1.343 -0.216 0.599 -0.92
C -1.790 0.555 -1.341 0.03
C -1.031 0.996 -2.303 -0.84
C -0.027 0.585 -1.423 0.77
C 0.616 0.150 -0.446 0.23
C 1.747 -0.230 0.403 -1.34
H -1.536 0.734 1.088 0.34
H -0.575 -0.805 1.103 0.38
H -2.230 -0.815 0.448 0.35
H 1.885 -1.316 0.445 0.32
H 1.618 0.150 1.423 0.36
H 2.666 0.211 0.003 0.33

---

Entry 2:
43
Properties=species:S:1:pos:R:3:mulliken_charge:R:1 method="wB97M-V/def2-TZVPD" total_charge=-1 relative_energy_kcal_mol=1.4 gap_ev=8.148
Pd 0.231 -0.277 -1.428 0.28
Cl 0.625 2.663 -2.697 -0.18
C -0.921 1.924 -2.907 0.63
C -1.167 0.682 -2.343 -0.47
C -2.439 0.136 -2.427 0.60
Cl -2.785 -1.347 -1.622 -0.19
C -3.446 0.791 -3.133 0.17
Cl -5.020 0.102 -3.254 -0.21
C -3.177 2.016 -3.739 0.34
Cl -4.414 2.831 -4.623 -0.20
C -1.915 2.593 -3.618 0.17
Cl -1.597 4.127 -4.333 -0.21
F 1.752 -4.394 0.190 -0.24
C 0.692 -3.964 -0.486 0.66
F -0.150 -4.990 -0.656 -0.23
F 0.074 -3.026 0.223 -0.22
S 1.162 -3.355 -2.165 0.84
O -0.042 -2.799 -2.723 -0.56
O 1.771 -4.475 -2.809 -0.60
N 2.178 -2.213 -1.709 -0.38
S 2.761 -1.235 -2.804 0.98
O 3.519 -1.807 -3.867 -0.57
O 1.749 -0.239 -3.169 -0.66
C 3.982 -0.323 -1.764 0.67
F 4.810 -1.170 -1.163 -0.24
F 3.388 0.433 -0.854 -0.21
F 4.692 0.464 -2.580 -0.23
O -0.594 0.398 0.345 -0.93
C 0.278 0.144 1.254 0.77
O 1.348 -0.436 1.071 -0.65
C -0.088 0.623 2.640 0.02
C -1.290 1.280 2.875 -0.29
C -1.610 1.716 4.150 -0.55
C -0.704 1.481 5.170 0.12
C 0.500 0.829 4.964 -0.53
C 0.802 0.399 3.684 -0.36
N -1.034 1.944 6.529 1.00
O -2.098 2.510 6.695 -0.62
O -0.223 1.740 7.412 -0.62
H -1.966 1.442 2.047 0.47
H -2.536 2.229 4.362 0.47
H 1.171 0.670 5.795 0.47
H 1.728 -0.116 3.468 0.47

---

Entry 3:
14
Properties=species:S:1:pos:R:3:mulliken_charge:R:1 method="wB97M-V/def2-TZVPD" relative_energy_kcal_mol=96.1 gap_ev=8.577
O 1.551 1.900 0.321 -0.71
C 0.788 -0.238 -0.559 -0.94
C 0.123 -1.212 0.355 -0.20
C -1.311 -0.744 0.336 -0.43
C -1.083 0.707 -0.029 0.24
O -1.888 1.576 -0.131 -0.45
H 1.743 2.224 -0.565 0.32
H 1.890 -0.243 -0.473 0.29
H 0.509 -0.204 -1.606 0.39
H 0.559 -1.108 1.356 0.24
H 0.262 -2.242 0.024 0.31
H -1.871 -1.155 -0.511 0.25
H -1.896 -0.876 1.247 0.32
H 0.623 1.616 0.236 0.37

---

Entry 4:
55
Properties=species:S:1:pos:R:3:mulliken_charge:R:1 method="wB97M-V/def2-TZVPD" gap_ev=10.199 smiles=COCCOC.CO.CO.CO.CO.CO.O.O.O
C -16.707 7.870 -14.160 -0.74
O -15.704 7.140 -14.830 -0.34
C -15.865 5.763 -14.697 -0.73
C -14.840 5.058 -15.541 -0.56
O -13.557 5.134 -14.943 -0.22
C -12.724 4.079 -15.391 -1.06
H -16.679 7.646 -13.078 0.29
H -17.679 7.495 -14.497 0.31
H -16.494 8.932 -14.185 0.28
H -16.855 5.476 -15.093 0.56
H -15.862 5.418 -13.653 0.37
H -14.853 5.484 -16.553 0.40
H -15.132 4.017 -15.728 0.38
H -11.819 4.124 -14.792 0.28
H -12.464 4.267 -16.438 0.32
H -13.175 3.087 -15.298 0.45
C -11.201 6.235 -9.368 -0.19
O -11.916 6.588 -8.149 -0.50
H -11.603 6.912 -10.122 0.17
H -10.131 6.322 -9.188 0.24
H -11.469 5.216 -9.657 -0.02
H -12.388 5.793 -7.898 0.29
C -16.869 2.979 -11.333 -0.65
O -17.030 1.754 -10.676 -0.55
H -16.386 3.722 -10.697 0.33
H -16.220 2.862 -12.221 0.15
H -17.791 3.346 -11.782 0.38
H -16.281 1.627 -10.058 0.37
C -11.057 0.229 -14.859 -0.52
O -11.324 -0.300 -13.559 -0.52
H -11.970 0.626 -15.307 0.17
H -10.298 1.007 -14.767 0.23
H -10.625 -0.558 -15.485 0.31
H -12.243 -0.626 -13.602 0.37
C -15.587 -0.909 -11.031 -0.23
O -14.910 -2.122 -11.394 -0.61
H -16.644 -0.901 -11.299 0.30
H -15.428 -0.688 -9.977 0.34
H -15.173 -0.074 -11.593 -0.08
H -15.081 -2.749 -10.689 0.33
C -12.715 3.081 -12.293 0.02
O -13.175 1.835 -11.717 -0.56
H -13.553 3.515 -12.847 -0.01
H -12.575 3.749 -11.443 -0.03
H -11.853 2.920 -12.931 0.29
H -12.897 1.133 -12.319 0.17
O -14.605 1.943 -9.403 -0.71
H -14.201 2.055 -10.297 0.45
H -13.903 2.170 -8.787 0.28
O -13.974 -1.015 -13.741 -0.66
H -14.212 -1.423 -12.872 0.37
H -14.792 -1.028 -14.248 0.26
O -13.313 7.036 -12.745 -0.64
H -13.675 6.323 -13.297 0.37
H -12.676 7.471 -13.320 0.30

---

Entry 5:
10
Properties=species:S:1:pos:R:3:mulliken_charge:R:1 method="wB97M-V/def2-TZVPD" relative_energy_kcal_mol=118.0 gap_ev=9.475
C -0.055 -0.377 -0.184 0.53
H -1.515 -0.757 1.055 0.33
H -1.891 0.577 0.120 0.30
H 0.394 -2.018 0.663 0.27
H -0.178 1.572 -0.028 0.24
H 2.000 0.715 -0.040 0.34
N -1.383 -0.711 -0.254 -0.63
N 0.820 -1.143 0.213 -0.66
N 0.247 0.886 -0.710 -0.32
O 1.560 1.257 -0.834 -0.38

---

Entry 6:
9
Properties=species:S:1:pos:R:3:mulliken_charge:R:1 method="wB97M-V/def2-TZVPD" relative_energy_kcal_mol=70.6 gap_ev=9.802
N -1.537 -1.133 -0.614 -0.56
C -0.807 -0.349 0.037 0.53
O 0.381 -0.744 0.619 -0.10
C 1.590 -0.252 0.422 -0.29
O 1.640 0.698 -0.496 -0.29
C -1.229 0.991 0.391 0.25
N -1.560 2.053 0.700 -0.33
H -1.072 -2.038 -0.723 0.29
H 2.594 0.774 -0.334 0.50

---

Entry 7:
99
Properties=species:S:1:pos:R:3:mulliken_charge:R:1 method="wB97M-V/def2-TZVPD" total_charge=-2 relative_energy_kcal_mol=33.3 gap_ev=5.659
K -0.782 -0.670 -0.523 0.65
C 0.245 4.061 -1.991 -2.04
C 0.031 3.903 -0.511 1.25
C 1.141 3.586 0.282 0.98
C 2.459 3.330 -0.409 -2.27
C 1.016 3.471 1.670 1.51
C 2.272 3.389 2.510 -2.42
C -0.258 3.466 2.249 1.01
C -0.456 3.148 3.714 -2.34
C -1.374 3.724 1.448 1.38
C -2.767 3.674 2.033 -2.31
C -1.226 4.028 0.088 0.95
C -2.449 4.435 -0.694 -2.20
H 0.484 3.098 -2.451 -0.01
H 1.089 4.727 -2.195 0.48
H -0.627 4.452 -2.505 0.34
H 2.900 4.248 -0.813 0.39
H 2.302 2.640 -1.243 0.23
H 3.190 2.874 0.256 0.40
H 2.690 2.382 2.551 0.26
H 2.100 3.717 3.533 0.57
H 3.044 4.037 2.094 0.44
H -0.986 3.948 4.241 0.48
H 0.483 2.969 4.231 0.33
H -1.044 2.233 3.828 0.15
H -3.450 3.161 1.353 0.39
H -3.177 4.676 2.202 0.39
H -2.790 3.149 2.985 0.40
H -2.985 3.553 -1.049 0.14
H -2.191 5.024 -1.571 0.53
H -3.122 5.038 -0.081 0.49
C 2.066 -3.694 2.536 0.98
C 3.483 -3.164 2.259 -1.03
S 3.552 -1.831 1.029 -0.12
C 3.384 -0.319 2.025 -0.39
C 2.497 -0.394 3.259 -1.28
S 0.742 -0.515 2.822 0.66
C 0.086 -1.293 4.319 -1.06
C 0.024 -2.813 4.276 0.23
S 1.610 -3.696 4.303 -0.32
H 1.971 -4.716 2.169 0.66
H 1.324 -3.102 1.990 -1.34
H 4.098 -3.955 1.829 0.37
H 3.987 -2.850 3.175 0.52
H 2.991 0.412 1.313 -0.18
H 4.375 0.025 2.333 0.55
H 2.663 0.498 3.870 0.56
H 2.750 -1.256 3.871 0.50
H -0.934 -0.913 4.422 0.18
H 0.656 -0.943 5.184 0.55
H -0.519 -3.144 3.390 -0.66
H -0.523 -3.171 5.153 0.48
C -4.435 -0.608 4.557 -0.52
C -3.996 0.136 3.469 -0.45
C -3.204 -0.455 2.496 -0.11
C -2.861 -1.801 2.597 -0.55
C -3.303 -2.550 3.688 -0.16
C -4.086 -1.950 4.661 -0.68
N -1.979 -2.306 1.594 1.01
N -1.934 -3.549 1.543 -0.71
C -0.972 -4.106 0.644 0.78
C -1.256 -5.439 0.309 -0.37
C -0.405 -6.114 -0.543 -0.61
C 0.725 -5.445 -1.018 -0.52
C 0.983 -4.135 -0.633 -0.75
C 0.164 -3.387 0.236 -0.34
H -5.042 -0.142 5.324 0.38
H -4.263 1.181 3.377 0.36
H -2.849 0.121 1.650 0.50
H -3.011 -3.588 3.756 0.44
H -4.421 -2.529 5.514 0.35
H -2.148 -5.912 0.710 0.37
H -0.609 -7.138 -0.836 0.33
H 1.406 -5.960 -1.691 0.35
H 1.884 -3.666 -1.029 0.33
C -3.772 3.573 -7.944 -1.52
C -3.469 2.838 -6.664 1.14
C -2.205 2.893 -6.086 -1.04
C -1.924 2.240 -4.892 -0.14
C -2.926 1.510 -4.263 -0.40
C -4.189 1.433 -4.833 -0.56
C -4.457 2.096 -6.021 -0.65
S -2.565 0.623 -2.745 1.27
O -3.862 0.241 -2.201 -0.88
O -1.856 1.616 -1.931 0.00
N -1.743 -0.633 -3.085 -0.64
C -0.445 -0.473 -3.747 -0.85
C 0.657 0.457 -3.135 0.63
O 1.054 1.386 -3.880 -0.80
O 1.099 0.182 -1.991 -0.59
H -2.854 3.914 -8.425 0.34
H -4.396 4.452 -7.760 0.28
H -4.308 2.936 -8.651 0.36
H -1.417 3.455 -6.578 0.30
H -0.927 2.280 -4.462 0.37
H -4.950 0.855 -4.324 0.49
H -5.450 2.036 -6.458 0.32
H -0.575 -0.145 -4.787 0.34
H -0.005 -1.475 -3.780 0.40

---

no.,DFT total energy (eV),LUMO level (eV)
1,-6309.835,-0.56
2,-139047.066,1.26
3,-8369.116,0.26
4,-30388.570,0.34
5,-7630.520,-0.31
6,-10215.127,-0.31
7,-113549.147,3.79